Record 1
{"formula": "C3H6ClPS", "method": "ωB97M-V with the def2-TZVPD basis set", "total_energy_ha": -1317.62592, "relative_energy_kcal_mol": 19.2, "smiles": "C=C[P@](C)(=S)Cl", "homo_ev": -8.5, "lumo_ev": 0.464, "max_force_ev_per_a": 3.69, "species": ["C", "C", "P", "C", "S", "Cl", "H", "H", "H", "H", "H", "H"], "coordinates": [[0.415, 0.482, 2.021], [0.018, -0.518, 1.207], [-1.188, -0.118, -0.092], [-0.161, -0.175, -1.644], [-2.413, 1.561, 0.515], [-2.344, -1.742, -0.220], [1.032, 0.364, 2.895], [-0.069, 1.495, 1.825], [0.170, -1.613, 1.396], [0.782, -0.179, -1.261], [-0.421, -1.069, -2.120], [-0.261, 0.695, -2.160]], "atomic_forces_ev_per_a": [[-1.6, 0.3, -1.2], [-0.3, -0.2, 1.2], [-1.2, 3.2, 1.2], [-2.4, -0.7, 2.4], [2.2, -2.6, -1.5], [-0.2, -0.6, -0.1], [0.2, -0.2, 0.0], [1.0, -1.3, 0.3], [0.3, 1.2, -0.3], [2.8, -0.4, 0.9], [-0.2, -1.1, -1.1], [-0.7, 2.3, -1.9]], "mulliken_charge": [-0.48, -0.19, 0.60, -1.02, -0.42, -0.24, 0.29, 0.10, 0.31, 0.35, 0.38, 0.33]}

---

Record 2
{"formula": "C12H25BNO2", "method": "ωB97M-V with the def2-TZVPD basis set", "total_energy_ha": -701.99411, "relative_energy_kcal_mol": 48.9, "smiles": "C#CCCC[N@+](CC)(COCC)B(O)CC", "homo_ev": -13.1, "lumo_ev": -2.774, "charge": 1, "max_force_ev_per_a": 3.16, "species": ["C", "C", "C", "C", "C", "N", "C", "C", "C", "O", "C", "C", "B", "O", "C", "C", "H", "H", "H", "H", "H", "H", "H", "H", "H", "H", "H", "H", "H", "H", "H", "H", "H", "H", "H", "H", "H", "H", "H", "H", "H"], "coordinates": [[-2.709, 0.294, 3.541], [-2.118, -0.675, 3.074], [-1.194, -1.854, 2.653], [-0.616, -1.706, 1.148], [-0.363, -0.175, 0.811], [0.569, 0.079, -0.346], [2.009, 0.319, 0.072], [2.604, -0.796, 1.030], [0.132, 1.390, -1.013], [-0.152, 2.417, -0.067], [-1.430, 3.007, -0.483], [-1.938, 4.142, 0.507], [0.449, -0.976, -1.474], [-0.806, -1.299, -2.059], [1.726, -1.752, -2.112], [1.246, -2.513, -3.455], [-3.284, 0.988, 4.218], [-1.658, -2.876, 2.759], [-0.277, -1.855, 3.335], [0.326, -2.346, 1.140], [-1.409, -2.188, 0.482], [0.122, 0.297, 1.726], [-1.391, 0.300, 0.676], [2.040, 1.295, 0.667], [2.686, 0.513, -0.824], [3.667, -0.475, 1.292], [2.057, -0.819, 2.034], [2.603, -1.840, 0.608], [1.046, 1.734, -1.606], [-0.697, 1.245, -1.765], [-2.231, 2.206, -0.529], [-1.234, 3.503, -1.490], [-1.545, 5.149, 0.187], [-3.076, 4.162, 0.406], [-1.732, 3.901, 1.600], [-1.535, -1.155, -1.421], [2.462, -0.963, -2.464], [2.169, -2.531, -1.427], [0.403, -3.242, -3.260], [2.101, -3.133, -3.888], [0.979, -1.774, -4.282]], "atomic_forces_ev_per_a": [[0.3, -1.3, 0.5], [0.2, 0.1, 0.5], [0.6, 1.0, -0.2], [-0.6, -0.5, 0.7], [-0.7, -0.9, 2.0], [-0.5, 1.0, -0.7], [1.6, 0.3, 1.7], [0.1, 0.4, 0.5], [1.2, 1.9, -1.1], [-1.0, -1.3, -1.1], [-0.6, 1.5, 0.5], [-0.4, -0.6, -0.2], [-0.7, -2.4, -1.9], [1.7, 1.0, 2.5], [-1.1, 0.3, -1.5], [0.7, -0.3, -0.3], [1.0, -1.0, -1.5], [0.2, 1.3, -0.1], [-1.4, 0.2, -0.7], [-1.2, 0.9, -0.3], [1.2, 0.7, 0.6], [-0.8, -0.4, -1.3], [1.6, -0.3, -0.1], [-0.4, -1.3, -0.8], [-1.3, -0.6, 1.0], [-1.4, -0.5, -0.5], [0.6, 0.1, -1.4], [0.1, 1.2, 0.3], [-1.1, -0.6, 0.6], [0.7, -0.2, 1.2], [1.0, 0.8, -0.2], [-0.6, -0.9, 1.1], [-0.3, -1.1, 0.7], [1.5, 0.1, 0.1], [0.0, 0.4, -1.5], [0.2, 0.1, -0.7], [-0.3, -1.1, 0.8], [-0.2, 1.2, -0.6], [0.9, 1.1, -0.2], [-1.0, 0.9, 0.7], [0.1, -1.0, 1.3]], "mulliken_charge": [0.08, -0.52, -0.72, -0.22, -0.90, 0.76, -0.57, -0.98, -0.66, -0.37, -0.13, -1.12, 0.29, -0.58, -0.03, -1.25, 0.39, 0.42, 0.27, 0.14, 0.40, 0.35, 0.23, 0.42, 0.48, 0.40, 0.26, 0.19, 0.32, 0.51, 0.25, 0.31, 0.32, 0.33, 0.29, 0.29, 0.21, 0.20, 0.30, 0.36, 0.29]}

---

HOMO-LUMO gap? In order: 0.3295, 0.3793 Eh.